A structure of composition C45H55BrN4O4RuSe. Source: the Open Molecules 2025 dataset; level of theory: ωB97M-V with the def2-TZVPD basis set.

## Properties
Net charge: +1
LUMO (spin up / spin down), eV: -4.2 / -4.5
Orbital gap (spin up / spin down), eV: 6.20 / 5.69
Multiplicity: 2
HOMO (spin up / spin down), eV: -10.4 / -10.2
Expectation value of S²: 0.762

Geometry (Å):
Ru -0.20609 1.11683 -1.08276
C -0.21715 1.53270 6.38845
C -1.33352 0.61888 5.88127
C -1.11996 -0.77838 6.48542
C -2.68266 1.18736 6.34623
C -1.34066 0.50530 4.36121
C -0.47988 1.21346 3.54977
C -0.53745 1.05160 2.17326
Se 0.69105 2.06845 1.10916
C 2.13881 0.83222 1.28821
C 2.95578 0.91300 2.40629
C 3.98177 0.00597 2.56438
C 4.16054 -0.92942 1.53684
C 3.36781 -1.01580 0.40568
C 2.27859 -0.10841 0.27987
O 1.45652 -0.13771 -0.76032
C 3.65548 -2.03061 -0.70699
C 2.44074 -2.95081 -0.91015
C 3.94397 -1.25131 -2.00401
C 4.87051 -2.90512 -0.39689
C 4.90295 -0.01334 3.77908
C 4.51411 1.03533 4.82155
C 6.34488 0.25679 3.32512
C 4.81312 -1.40008 4.43784
C -1.41539 0.20470 1.52756
O -1.42075 0.07125 0.20182
C -2.34049 -0.50078 2.34770
C -2.26272 -0.32948 3.71893
C -3.39074 -1.41458 1.70583
C -4.27944 -0.57602 0.76993
C -4.29638 -2.07763 2.74468
C -2.68972 -2.52439 0.90393
H -0.23948 1.56088 7.47803
H -0.34016 2.55617 6.02872
H 0.76411 1.16042 6.08527
H -1.03873 -0.70495 7.57116
H -0.19863 -1.22003 6.10129
H -1.94595 -1.45123 6.25380
H -2.69297 1.28215 7.43350
H -3.51215 0.54254 6.05416
H -2.84849 2.17556 5.91336
H 0.23735 1.91216 3.96163
H 2.77624 1.69442 3.13425
H 4.97933 -1.62712 1.63721
H 1.54157 -2.37354 -1.11124
H 2.27112 -3.55827 -0.01945
H 2.62049 -3.62069 -1.75371
H 3.06297 -0.68949 -2.31103
H 4.21034 -1.94143 -2.80711
H 4.77406 -0.55777 -1.85073
H 4.72523 -3.48568 0.51548
H 5.77742 -2.30519 -0.30055
H 5.02234 -3.60840 -1.21647
H 4.61347 2.04926 4.42871
H 5.17457 0.94802 5.68444
H 3.48981 0.88438 5.17016
H 6.41464 1.23360 2.84312
H 6.69381 -0.49787 2.61956
H 7.01564 0.25017 4.18620
H 3.77540 -1.63392 4.68292
H 5.39599 -1.41473 5.36037
H 5.19597 -2.18525 3.78565
H -2.96189 -0.86935 4.34089
H -4.76644 0.22801 1.32717
H -5.05180 -1.21029 0.32977
H -3.69342 -0.13692 -0.03503
H -4.86353 -1.33512 3.30932
H -3.72771 -2.69734 3.43963
H -5.00897 -2.72441 2.23174
H -2.03494 -2.10653 0.14319
H -3.43529 -3.15181 0.41114
H -2.09482 -3.15328 1.56847
C 2.70917 2.21214 -2.57761
O 1.53966 1.44059 -2.88026
C 1.32443 1.08489 -4.18184
C 2.21178 1.31210 -5.21468
C 1.83685 0.94594 -6.50341
Br 3.08638 1.16604 -7.90065
C 0.57379 0.47306 -6.78240
C -0.33357 0.26415 -5.74024
C 0.09685 0.48061 -4.43964
O -0.71298 0.12599 -3.35201
C -1.73533 -0.02479 -6.08027
N -2.17560 -0.08136 -7.30412
C -3.55173 -0.13854 -7.20836
C -4.51959 -0.17785 -8.21312
C -5.84356 -0.16467 -7.82822
C -6.21466 -0.10589 -6.47526
C -5.27249 -0.08445 -5.46649
C -3.93601 -0.11097 -5.85712
N -2.75425 -0.05366 -5.15476
H 3.60834 1.61244 -2.71496
H 2.61589 2.49695 -1.53391
H 2.75069 3.10673 -3.20010
H 3.17740 1.76497 -5.04894
H 0.25013 0.26993 -7.79273
H -0.28596 -0.62035 -2.89557
H -4.22464 -0.20594 -9.25303
H -6.62050 -0.19573 -8.57993
H -7.26519 -0.07066 -6.21939
H -5.56569 -0.04525 -4.42406
H -2.62682 -0.06452 -4.15900
N -3.71636 2.64297 -2.67470
C -4.02704 2.61912 -1.33177
C -2.84313 2.56067 -0.67728
N -1.81217 2.55479 -1.60344
C -2.38618 2.60263 -2.79592
H -4.37608 2.70286 -3.43477
H -5.03772 2.62993 -0.96617
H -2.65591 2.54348 0.38264
H -1.86831 2.64452 -3.74039

***

A structure of composition C45H55CrN4O2P. Source: the Open Molecules 2025 dataset; level of theory: ωB97M-V with the def2-TZVPD basis set.

## Properties
LUMO (spin up / spin down), eV: 0.3 / 0.3
Orbital gap (spin up / spin down), eV: 5.14 / 5.46
Relative energy (zero: lowest compared OMol25 entry of this formula, charge and spin), eV: 2.178
Multiplicity: 5
HOMO (spin up / spin down), eV: -4.9 / -5.2
Expectation value of S²: 6.016

Geometry (Å):
Cr -0.54792 -0.24975 0.55355
C -0.29780 -2.61549 -2.79563
C 0.42006 -2.60491 -1.44536
C 0.51044 -4.00996 -0.85133
C 1.78770 -1.95115 -1.51647
C 2.65389 -2.41205 -2.60575
C 3.82099 -1.85367 -2.91215
C 4.29597 -0.66868 -2.14744
C 3.59040 -0.37220 -0.78366
C 4.53705 -0.48978 0.42470
C 4.92795 -1.95660 0.61841
C 5.80187 0.36988 0.35767
C 2.23778 -1.08705 -0.57584
N 1.44970 -0.69935 0.51448
C 1.83309 -1.09940 1.80915
C 0.92951 -1.03933 2.80521
N -0.35165 -0.60949 2.51456
C -1.34242 -0.58166 3.48914
C -1.95426 0.67148 3.76528
C -3.00657 0.75325 4.67115
C -3.45557 -0.37001 5.34608
C -2.85687 -1.59173 5.08306
C -1.82982 -1.73575 4.15269
C -1.38799 -3.16892 3.87536
C -1.11410 -3.51019 2.41034
C -0.23331 -3.62700 4.77112
C -1.45384 1.94236 3.10491
C -2.53553 2.65595 2.29390
C -0.84064 2.87980 4.14915
H -1.31943 -2.98976 -2.68115
H 0.19858 -3.26032 -3.52359
H -0.34419 -1.61161 -3.22572
H -0.20849 -2.00173 -0.77865
H 1.12349 -4.65831 -1.48410
H -0.47968 -4.46562 -0.76164
H 0.96600 -3.97535 0.13800
H 2.32638 -3.28538 -3.15994
H 4.44199 -2.25682 -3.70448
H 5.37605 -0.73980 -2.01533
H 3.98462 -0.13854 1.29714
H 5.65417 -2.26439 -0.13965
H 4.06412 -2.61799 0.53574
H 5.38687 -2.11411 1.59681
H 6.38155 0.21004 -0.55425
H 6.45457 0.10705 1.19244
H 5.59366 1.43700 0.44391
H 2.82904 -1.46346 2.00949
H 1.19633 -1.27373 3.83008
H -3.46916 1.71505 4.86358
H -4.26609 -0.29609 6.06086
H -3.22258 -2.48072 5.58798
H -2.25235 -3.77515 4.16979
H -0.15639 -3.11532 2.07459
H -1.89270 -3.11700 1.75122
H -1.09649 -4.59757 2.29461
H 0.69532 -3.12115 4.51153
H -0.06954 -4.70089 4.65081
H -0.45192 -3.43067 5.82275
H -0.65405 1.65436 2.42502
H -3.33861 3.03144 2.93375
H -2.97685 1.99036 1.54699
H -2.10484 3.51338 1.76802
H -1.58691 3.19310 4.88412
H -0.43908 3.77777 3.67336
H -0.03001 2.38282 4.68394
N -4.22666 -0.96369 1.93929
C -3.63691 -1.28399 0.77403
N -4.21555 -2.28060 0.04498
O -2.62962 -0.70883 0.34335
H -4.87409 -1.60377 2.36450
H -3.70137 -0.37104 2.57186
H -5.16810 -2.55005 0.21372
H -3.85380 -2.40902 -0.88359
O -1.09224 1.30384 -0.74639
P -0.55762 1.95795 -1.99087
C -0.73538 3.74346 -1.86493
C 0.19675 4.61314 -2.42123
C 0.00293 5.98485 -2.33256
C -1.11439 6.48455 -1.68074
C -2.04069 5.61777 -1.11297
C -1.85594 4.24849 -1.20590
C 1.14629 1.55543 -2.30794
C 1.94626 1.59600 -1.23095
C 3.34847 1.11257 -1.27343
C 3.91550 0.75120 -2.67125
C 2.92025 0.76299 -3.78493
C 1.64610 1.10424 -3.61628
C -1.55143 1.45566 -3.40788
C -1.49298 2.12474 -4.62880
C -2.25651 1.68476 -5.69629
C -3.08738 0.57951 -5.54626
C -3.16107 -0.07637 -4.32665
C -2.39477 0.36127 -3.25514
H 1.08064 4.21773 -2.90812
H 0.72931 6.66206 -2.76290
H -1.26183 7.55437 -1.60551
H -2.90440 6.01042 -0.59217
H -2.56399 3.56515 -0.75062
H 1.56703 1.93225 -0.27197
H 3.97444 1.81629 -0.72534
H 4.79241 1.33918 -2.95664
H 3.26124 0.44765 -4.76479
H 0.95756 1.05922 -4.44889
H -0.85932 2.99753 -4.74473
H -2.20817 2.20578 -6.64366
H -3.68199 0.23527 -6.38268
H -3.81501 -0.93127 -4.21079
H -2.44540 -0.13622 -2.29225

***

A structure of composition C45H55CrN4Se. Source: the Open Molecules 2025 dataset; level of theory: ωB97M-V with the def2-TZVPD basis set.

## Properties
LUMO (spin up / spin down), eV: -1.1 / -1.0
Orbital gap (spin up / spin down), eV: 5.53 / 5.66
Multiplicity: 2
HOMO (spin up / spin down), eV: -6.7 / -6.7
Expectation value of S²: 0.840

Geometry (Å):
Cr 0.00170 -0.31540 0.22650
C 5.62630 0.15110 -2.23970
C 5.40260 0.83780 -0.88910
C 4.22460 0.27210 -0.16560
C 4.22310 -0.58080 0.89990
C 5.39250 -1.14850 1.63850
C 5.76950 -0.29340 2.85270
C 2.83890 -0.83480 1.21510
N 2.01370 -0.16770 0.35330
C 2.84000 0.52460 -0.48930
C 2.40610 1.39730 -1.46880
C 1.08760 1.72060 -1.74470
C 0.68100 2.72480 -2.69310
C 1.61680 3.60810 -3.44860
C 2.14540 4.73360 -2.55350
C -0.68600 2.73970 -2.67840
C -1.09360 1.74210 -1.72310
C -2.41190 1.43840 -1.42600
C -2.84080 0.55480 -0.45380
N -2.01140 -0.16350 0.36360
C -2.83270 -0.85400 1.21060
C -2.40170 -1.68400 2.22750
C -1.08320 -1.94330 2.55320
N 0.00670 -1.46070 1.87870
C 1.09650 -1.92000 2.56910
C 2.41410 -1.64450 2.25110
C 0.69120 -2.70550 3.70300
C -0.67510 -2.72260 3.69120
C -1.60860 -3.34010 4.67640
C -2.09740 -2.30060 5.69190
C 1.62400 -3.30750 4.69880
C 2.10390 -2.26130 5.71220
C -4.21800 -0.58930 0.90920
C -4.22390 0.29980 -0.12650
C -5.40270 0.89000 -0.82880
C -5.64560 0.21920 -2.18410
C -5.38670 -1.16790 1.63980
C -5.74380 -0.33380 2.87410
N -0.00300 1.14980 -1.14940
C -1.61790 3.63890 -3.42000
C -2.10250 4.78620 -2.52780
H 6.42910 0.64370 -2.78550
H 4.72180 0.17960 -2.84250
H 5.89940 -0.88960 -2.08400
H 5.25930 1.91040 -1.04500
H 6.29740 0.71230 -0.27520
H 6.24580 -1.21250 0.96140
H 5.16430 -2.16290 1.97560
H 5.98290 0.72940 2.54850
H 6.64940 -0.70090 3.34770
H 4.95240 -0.27250 3.57050
H 3.16230 1.89660 -2.05360
H 1.10420 4.04100 -4.30990
H 2.45850 3.02410 -3.82720
H 1.32700 5.36340 -2.21140
H 2.85690 5.35170 -3.09720
H 2.64570 4.32700 -1.67640
H -3.17090 1.95460 -1.99230
H -3.15980 -2.15540 2.83390
H 3.17490 -2.09560 2.86840
H -1.10200 -4.14730 5.20940
H -2.46520 -3.77370 4.15400
H -1.25250 -1.88470 6.23820
H -2.78430 -2.75780 6.40310
H -2.60650 -1.48090 5.18770
H 2.48620 -3.73910 4.18360
H 1.11960 -4.11480 5.23370
H 2.60970 -1.44000 5.20740
H 2.79230 -2.71320 6.42550
H 1.25640 -1.84920 6.25740
H -5.24800 1.96220 -0.97630
H -6.29330 0.76990 -0.20740
H -4.74570 0.24670 -2.79410
H -6.44900 0.72330 -2.71830
H -5.92500 -0.82090 -2.03590
H -5.16600 -2.19160 1.95240
H -6.24500 -1.20850 0.96700
H -4.91610 -0.33190 3.58010
H -6.62040 -0.74160 3.37450
H -5.95140 0.69570 2.58910
H -2.48130 3.07120 -3.77370
H -1.11490 4.05100 -4.29690
H -2.58910 4.40210 -1.63320
H -2.81570 5.40990 -3.06280
H -1.26590 5.40680 -2.21410
C 0.03930 -7.67480 0.64140
C 0.04350 -6.24990 0.18110
C 1.22410 -5.58790 -0.11600
C 1.22720 -4.29410 -0.61230
C 2.53190 -3.64210 -0.94950
C 0.00500 -3.63880 -0.80730
Se 0.00220 -1.88010 -1.62630
C -1.19980 -4.27500 -0.49050
C -2.54290 -3.64410 -0.70890
C -1.15260 -5.57260 -0.00040
H 1.04670 -8.03390 0.83420
H -0.40810 -8.30430 -0.12770
H -0.54990 -7.79010 1.54970
H 2.16940 -6.09280 0.01890
H 3.34350 -4.36310 -0.90020
H 2.73760 -2.83220 -0.25060
H 2.49210 -3.21790 -1.95240
H -2.45700 -2.57540 -0.88850
H -3.18380 -3.80470 0.15560
H -3.02210 -4.09940 -1.57520
H -2.08090 -6.07580 0.22640

***

| no. | M (Da) | F_max (eV Å⁻¹) | total energy (eV) |
| --- | --- | --- | --- |
| 1 | 975.89 | 3.1 | -199674.395 |
| 2 | 766.93 | 0.4 | -95325.168 |
| 3 | 782.92 | 2.0 | -147289.280 |